A 15-piece molecular cluster, C66H176B4F16N11O22 overall, computed with wB97M-V/def2-TZVPD.

Properties
Total charge: +7
Electronic energy in eV: -178854.56078
LUMO level in eV: -10.13
Gap between HOMO and LUMO in eV: 5.806
Relative energy (zero: lowest compared OMol25 entry of this formula, charge and spin) in kJ/mol: 399.8
Molar mass in Da: 1823.41
HOMO energy in eV: -15.935

Last columns: bonded neighbours and bond lengths (Å).
Positions of all 295 atoms, in Å:
1 F -5.285 2.629 1.978  B116 1.395
2 F -7.254 1.689 1.745  B116 1.386
3 F -5.565 0.607 2.831  B116 1.362
4 F 1.616 -4.886 -3.104  B118 1.354
5 F -2.126 0.789 -10.663  B119 1.405
6 F -0.170 -0.364 -10.197  B119 1.364
7 F 4.364 1.832 -0.311  B117 1.346
8 F 0.434 -3.491 -1.975  B118 1.356
9 F -0.231 -5.589 -1.967  B118 1.368
10 F -1.468 -1.111 -11.662  B119 1.321
11 F 1.702 -5.133 -0.952  B118 1.370
12 F 2.877 0.543 0.655  B117 1.389
13 F 2.180 2.497 -0.192  B117 1.315
14 F -2.042 -1.276 -9.535  B119 1.389
15 F 2.720 0.934 -1.534  B117 1.396
16 F -6.643 2.356 3.820  B116 1.387
17 O 1.097 4.895 -7.050  C64 1.399, C68 1.432
18 O -2.764 -0.820 -1.869  C70 1.409, C73 1.414
19 O -0.977 2.145 8.487  C99 1.454, C100 1.427
20 O 0.022 -7.831 8.084  C86 1.423, C113 1.431
21 O -0.113 7.200 -11.029  C67 1.421, C78 1.424
22 O 3.972 -11.046 9.500  C50 1.379, C111 1.472
23 O -6.106 6.055 -11.494  C56 1.398, C115 1.409
24 O -5.491 -6.991 -4.189  C63 1.382, C69 1.422
25 O -14.644 -2.655 -5.468  C83 1.412, C93 1.438
26 O 12.649 4.697 3.258  C96 1.412, C102 1.419
27 O -0.377 -0.713 3.293  C61 1.429, C76 1.438
28 O -6.164 4.311 -7.569  C54 1.402, C85 1.473
29 O -6.866 -12.165 -2.653  C53 1.426, C112 1.448
30 O -2.264 11.506 4.199  C79 1.424, C107 1.433
31 O 7.095 -3.672 6.713  C58 1.392, C94 1.439
32 O -10.301 -0.629 -4.565  C84 1.450, C108 1.469
33 O -1.474 7.723 2.393  C87 1.442, C110 1.374
34 O 4.129 -1.411 -4.999  C101 1.449, C114 1.395
35 O 2.833 3.831 8.176  C74 1.404, C92 1.424
36 O 8.614 -0.837 11.461  C60 1.382, C66 1.396
37 O 7.831 -2.518 -1.322  C59 1.485, C71 1.441
38 O 8.743 0.765 4.238  C77 1.428, C104 1.420
39 N 8.339 -2.729 9.516  C57 1.540, C88 1.613, H134 1.010, H148 1.010
40 N -6.665 -9.557 -4.172  C62 1.587, C75 1.544, H202 1.010, H262 1.010
41 N -0.797 -0.654 0.504  C103 1.522, C105 1.590, H147 1.010, H172 1.010
42 N -1.342 10.612 1.603  C55 1.551, C106 1.539, H155 1.010, H219 1.010
43 N 1.655 4.815 -9.691  C89 1.524, C97 1.511, H250 1.010, H286 1.010
44 N 5.953 -1.175 -3.008  C95 1.494, C109 1.611, H151 1.010, H192 1.010
45 N 2.754 -8.688 8.551  C90 1.511, C91 1.598, H124 1.010, H236 1.010
46 N 11.216 2.276 3.826  C82 1.587, C98 1.538, H169 1.010, H193 1.010
47 N -12.459 -0.615 -6.447  C72 1.527, C81 1.560, H188 1.010, H231 1.010
48 N -7.918 6.031 -9.229  C52 1.581, C65 1.578, H126 1.010, H166 1.010
49 N 1.567 1.860 9.645  C51 1.519, C80 1.545, H220 1.010, H269 1.010
50 C 4.041 -9.894 10.254  O22 1.379, C90 1.556, H182 1.090, H243 1.090
51 C 0.357 1.442 10.462  N49 1.519, C100 1.552, H144 1.090, H149 1.090
52 C -8.478 4.758 -8.477  N48 1.581, C85 1.560, H159 1.090, H195 1.090
53 C -6.267 -11.003 -2.084  O29 1.426, C62 1.565, H191 1.090, H205 1.090
54 C -5.866 3.297 -8.492  O28 1.402, H129 1.090, H207 1.090, H287 1.090
55 C -2.583 9.699 1.426  N42 1.551, C87 1.522, H165 1.090, H173 1.090
56 C -6.023 7.376 -11.945  O23 1.398, H153 1.090, H254 1.090, H285 1.090
57 C 9.246 -1.496 9.342  N39 1.540, C66 1.486, H217 1.090, H223 1.090
58 C 8.444 -3.825 7.017  O31 1.392, C88 1.570, H179 1.090, H280 1.090
59 C 6.720 -3.418 -1.725  O37 1.485, C109 1.582, H176 1.090, H222 1.090
60 C 8.009 0.098 12.280  O36 1.382, H132 1.090, H225 1.090, H275 1.090
61 C 0.766 -1.409 3.793  O27 1.429, H140 1.090, H154 1.090, H180 1.090
62 C -6.883 -9.661 -2.604  N40 1.587, C53 1.565, H209 1.090, H259 1.090
63 C -4.587 -8.006 -3.941  O24 1.382, C75 1.557, H214 1.090, H246 1.090
64 C 0.127 4.794 -6.046  O17 1.399, H142 1.090, H158 1.090, H244 1.090
65 C -8.452 6.122 -10.710  N48 1.578, C115 1.609, H136 1.090, H157 1.090
66 C 8.695 -0.375 10.146  O36 1.396, C57 1.486, H213 1.090, H268 1.090
67 C -0.001 5.862 -11.494  O21 1.421, C89 1.576, H197 1.090, H237 1.090
68 C 1.279 3.577 -7.580  O17 1.432, C97 1.491, H245 1.090, H276 1.090
69 C -5.000 -5.691 -3.891  O24 1.422, H174 1.090, H258 1.090, H295 1.090
70 C -2.136 -0.091 -2.898  O18 1.409, H123 1.090, H127 1.090, H138 1.090
71 C 8.923 -3.314 -0.820  O37 1.441, H125 1.090, H137 1.090, H185 1.090
72 C -11.754 -1.925 -6.104  N47 1.527, C84 1.557, H135 1.090, H183 1.090
73 C -3.034 -0.025 -0.731  O18 1.414, C103 1.590, H161 1.090, H170 1.090
74 C 3.522 4.516 7.162  O35 1.404, H141 1.090, H218 1.090, H273 1.090
75 C -5.193 -9.299 -4.561  N40 1.544, C63 1.557, H261 1.090, H277 1.090
76 C -1.458 -1.535 2.821  O27 1.438, C105 1.535, H146 1.090, H274 1.090
77 C 8.853 1.752 3.213  O38 1.428, C82 1.538, H167 1.090, H251 1.090
78 C -0.108 8.166 -12.076  O21 1.424, H168 1.090, H248 1.090, H293 1.090
79 C -1.540 12.406 3.366  O30 1.424, C106 1.539, H164 1.090, H256 1.090
80 C 2.730 2.619 10.322  N49 1.545, C92 1.537, H204 1.090, H249 1.090
81 C -13.988 -0.709 -6.739  N47 1.560, C83 1.565, H139 1.090, H272 1.090
82 C 10.266 1.883 2.617  N46 1.587, C77 1.538, H163 1.090, H198 1.090
83 C -14.904 -1.273 -5.602  O25 1.412, C81 1.565, H152 1.090, H178 1.090
84 C -10.305 -1.632 -5.612  O32 1.450, C72 1.557, H160 1.090, H282 1.090
85 C -7.600 4.364 -7.248  O28 1.473, C52 1.560, H206 1.090, H291 1.090
86 C -1.191 -8.250 7.469  O20 1.423, H175 1.090, H177 1.090, H267 1.090
87 C -2.336 8.199 1.340  O33 1.442, C55 1.522, H227 1.090, H238 1.090
88 C 8.849 -3.901 8.533  N39 1.613, C58 1.570, H255 1.090, H292 1.090
89 C 0.250 4.892 -10.276  N43 1.524, C67 1.576, H233 1.090, H289 1.090
90 C 3.871 -8.516 9.553  N45 1.511, C50 1.556, H128 1.090, H171 1.090
91 C 2.346 -7.291 7.890  N45 1.598, C113 1.477, H210 1.090, H284 1.090
92 C 3.598 3.299 9.253  O35 1.424, C80 1.537, H190 1.090, H212 1.090
93 C -15.655 -3.411 -4.780  O25 1.438, H189 1.090, H235 1.090, H239 1.090
94 C 6.825 -3.793 5.305  O31 1.439, H200 1.090, H226 1.090, H271 1.090
95 C 6.459 -1.542 -4.365  N44 1.494, C101 1.629, H196 1.090, H224 1.090
96 C 13.328 5.799 2.696  O26 1.412, H131 1.090, H279 1.090, H281 1.090
97 C 2.098 3.661 -8.823  N43 1.511, C68 1.491, H150 1.090, H264 1.090
98 C 12.716 2.283 3.487  N46 1.538, C102 1.524, H201 1.090, H240 1.090
99 C -2.175 2.113 7.662  O19 1.454, H242 1.090, H266 1.090, H270 1.090
100 C -0.714 1.078 9.398  O19 1.427, C51 1.552, H145 1.090, H229 1.090
101 C 5.271 -2.279 -5.202  O34 1.449, C95 1.629, H194 1.090, H208 1.090
102 C 13.157 3.502 2.685  O26 1.419, C98 1.524, H221 1.090, H247 1.090
103 C -1.738 0.455 0.056  N41 1.522, C73 1.590, H252 1.090, H253 1.090
104 C 7.455 0.651 4.823  O38 1.420, H184 1.090, H257 1.090, H260 1.090
105 C -1.284 -1.912 1.344  N41 1.590, C76 1.535, H186 1.090, H215 1.090
106 C -1.730 12.076 1.875  N42 1.539, C79 1.539, H263 1.090, H288 1.090
107 C -1.874 11.497 5.578  O30 1.433, H120 1.090, H241 1.090, H278 1.090
108 C -9.108 -0.511 -3.715  O32 1.469, H187 1.090, H290 1.090, H294 1.090
109 C 5.530 -2.458 -2.130  N44 1.611, C59 1.582, H232 1.090, H265 1.090
110 C -1.190 6.386 2.533  O33 1.374, H130 1.090, H143 1.090, H211 1.090
111 C 3.868 -12.306 10.254  O22 1.472, H121 1.090, H122 1.090, H283 1.090
112 C -5.996 -13.309 -2.824  O29 1.448, H181 1.090, H203 1.090, H228 1.090
113 C 1.049 -7.394 7.189  O20 1.431, C91 1.477, H156 1.090, H230 1.090
114 C 2.952 -1.787 -5.647  O34 1.395, H162 1.090, H216 1.090, H234 1.090
115 C -7.390 5.541 -11.769  O23 1.409, C65 1.609, H133 1.090, H199 1.090
116 B -6.194 1.798 2.632  F1 1.395, F2 1.386, F3 1.362, F16 1.387
117 B 3.054 1.522 -0.314  F7 1.346, F12 1.389, F13 1.315, F15 1.396
118 B 0.870 -4.775 -1.980  F4 1.354, F8 1.356, F9 1.368, F11 1.370
119 B -1.494 -0.458 -10.515  F5 1.405, F6 1.364, F10 1.321, F14 1.389
120 H -0.843 11.174 5.720  C107 1.090
121 H 4.041 -13.201 9.656  C111 1.090
122 H 2.932 -12.412 10.803  C111 1.090
123 H -2.111 -0.787 -3.737  C70 1.090
124 H 2.000 -8.988 9.153  N45 1.010
125 H 9.831 -2.732 -0.659  C71 1.090
126 H -8.169 6.810 -8.637  N48 1.010
127 H -1.158 0.280 -2.591  C70 1.090
128 H 4.764 -8.123 9.067  C90 1.090
129 H -4.792 3.217 -8.329  C54 1.090
130 H -0.733 5.973 1.633  C110 1.090
131 H 13.233 6.666 3.350  C96 1.090
132 H 6.958 -0.165 12.393  C60 1.090
133 H -7.470 4.460 -11.655  C115 1.090
134 H 8.404 -3.094 10.456  N39 1.010
135 H -11.721 -2.609 -6.951  C72 1.090
136 H -8.644 7.194 -10.771  C65 1.090
137 H 9.175 -4.126 -1.502  C71 1.090
138 H -2.621 0.849 -3.159  C70 1.090
139 H -14.307 0.331 -6.808  C81 1.090
140 H 1.300 -1.957 3.016  C61 1.090
141 H 3.945 5.480 7.446  C74 1.090
142 H -0.864 4.565 -6.440  C64 1.090
143 H -0.636 6.169 3.446  C110 1.090
144 H 0.680 0.679 11.170  C51 1.090
145 H -1.600 0.936 10.018  C100 1.090
146 H -1.388 -2.513 3.297  C76 1.090
147 H -0.295 -0.963 -0.316  N41 1.010
148 H 7.395 -2.452 9.291  N39 1.010
149 H 0.083 2.286 11.094  C51 1.090
150 H 3.082 4.103 -8.667  C97 1.090
151 H 6.682 -0.589 -2.627  N44 1.010
152 H -15.949 -1.065 -5.832  C83 1.090
153 H -4.973 7.561 -11.715  C56 1.090
154 H 0.585 -2.079 4.634  C61 1.090
155 H -0.683 10.342 2.320  N42 1.010
156 H 1.221 -8.005 6.303  C113 1.090
157 H -9.431 5.690 -10.917  C65 1.090
158 H 0.050 5.734 -5.500  C64 1.090
159 H -8.494 3.979 -9.239  C52 1.090
160 H -9.803 -1.187 -6.471  C84 1.090
161 H -3.723 0.778 -0.993  C73 1.090
162 H 2.537 -2.756 -5.371  C114 1.090
163 H 10.219 2.705 1.903  C82 1.090
164 H -0.457 12.287 3.401  C79 1.090
165 H -3.240 9.968 2.253  C55 1.090
166 H -6.923 5.960 -9.072  N48 1.010
167 H 8.403 2.712 3.464  C77 1.090
168 H -0.603 7.944 -13.021  C78 1.090
169 H 11.009 3.209 4.152  N46 1.010
170 H -3.640 -0.646 -0.071  C73 1.090
171 H 3.688 -7.741 10.299  C90 1.090
172 H 0.012 -0.209 0.915  N41 1.010
173 H -2.961 9.849 0.414  C55 1.090
174 H -4.960 -5.530 -2.813  C69 1.090
175 H -1.043 -9.097 6.799  C86 1.090
176 H 6.364 -4.165 -1.017  C59 1.090
177 H -1.943 -8.499 8.218  C86 1.090
178 H -14.589 -0.661 -4.756  C83 1.090
179 H 8.915 -4.651 6.485  C58 1.090
180 H 1.403 -0.734 4.365  C61 1.090
181 H -5.170 -13.025 -3.476  C112 1.090
182 H 4.998 -9.916 10.774  C50 1.090
183 H -12.366 -2.504 -5.412  C72 1.090
184 H 7.102 1.592 5.245  C104 1.090
185 H 8.707 -3.858 0.099  C71 1.090
186 H -2.192 -2.154 0.791  C105 1.090
187 H -8.377 0.012 -4.332  C108 1.090
188 H -12.252 -0.016 -5.660  N47 1.010
189 H -15.798 -3.005 -3.779  C93 1.090
190 H 4.279 4.024 9.699  C92 1.090
191 H -6.517 -10.962 -1.024  C53 1.090
192 H 5.098 -0.638 -3.048  N44 1.010
193 H 11.130 1.636 4.603  N46 1.010
194 H 5.595 -2.348 -6.240  C101 1.090
195 H -9.501 4.980 -8.174  C52 1.090
196 H 7.321 -2.207 -4.326  C95 1.090
197 H -0.889 5.535 -12.036  C67 1.090
198 H 10.700 0.994 2.159  C82 1.090
199 H -7.772 5.750 -12.768  C115 1.090
200 H 5.769 -3.631 5.088  C94 1.090
201 H 13.291 2.364 4.410  C98 1.090
202 H -7.220 -8.799 -4.543  N40 1.010
203 H -5.499 -13.641 -1.912  C112 1.090
204 H 3.307 1.903 10.908  C80 1.090
205 H -5.188 -10.849 -2.047  C53 1.090
206 H -7.839 3.372 -6.864  C85 1.090
207 H -6.225 2.309 -8.203  C54 1.090
208 H 5.117 -3.286 -4.813  C101 1.090
209 H -7.950 -9.779 -2.415  C62 1.090
210 H 3.159 -6.907 7.275  C91 1.090
211 H -2.133 5.891 2.768  C110 1.090
212 H 4.272 2.536 8.862  C92 1.090
213 H 7.725 -0.208 9.677  C66 1.090
214 H -4.424 -8.040 -2.864  C63 1.090
215 H -0.547 -2.676 1.094  C105 1.090
216 H 2.226 -0.991 -5.477  C114 1.090
217 H 9.168 -1.294 8.274  C57 1.090
218 H 2.907 4.772 6.299  C74 1.090
219 H -0.681 10.458 0.855  N42 1.010
220 H 1.896 1.019 9.192  N49 1.010
221 H 12.837 3.371 1.652  C102 1.090
222 H 7.027 -3.860 -2.673  C59 1.090
223 H 10.286 -1.758 9.541  C57 1.090
224 H 6.737 -0.611 -4.859  C95 1.090
225 H 8.471 0.209 13.261  C60 1.090
226 H 7.229 -4.688 4.830  C94 1.090
227 H -3.325 7.750 1.431  C87 1.090
228 H -6.419 -14.204 -3.282  C112 1.090
229 H -0.547 0.143 8.865  C100 1.090
230 H 0.980 -6.337 6.932  C113 1.090
231 H -11.965 -0.158 -7.201  N47 1.010
232 H 4.990 -2.235 -1.210  C109 1.090
233 H 0.048 3.893 -10.662  C89 1.090
234 H 3.258 -1.884 -6.689  C114 1.090
235 H -15.286 -4.425 -4.623  C93 1.090
236 H 2.954 -9.428 7.894  N45 1.010
237 H 0.821 5.779 -12.205  C67 1.090
238 H -1.926 7.974 0.356  C87 1.090
239 H -16.545 -3.647 -5.363  C93 1.090
240 H 13.045 1.338 3.055  C98 1.090
241 H -1.961 12.455 6.091  C107 1.090
242 H -3.006 1.982 8.355  C99 1.090
243 H 3.258 -9.901 11.013  C50 1.090
244 H 0.479 4.014 -5.371  C64 1.090
245 H 0.341 3.064 -7.791  C68 1.090
246 H -3.637 -7.697 -4.378  C63 1.090
247 H 14.241 3.501 2.801  C102 1.090
248 H -0.398 9.166 -11.752  C78 1.090
249 H 2.261 3.377 10.950  C80 1.090
250 H 1.741 5.662 -9.147  N43 1.010
251 H 8.228 1.336 2.422  C77 1.090
252 H -2.076 0.950 0.967  C103 1.090
253 H -1.061 1.132 -0.464  C103 1.090
254 H -6.182 7.594 -13.001  C56 1.090
255 H 8.512 -4.812 9.030  C88 1.090
256 H -1.742 13.455 3.581  C79 1.090
257 H 6.730 0.215 4.136  C104 1.090
258 H -5.429 -4.804 -4.356  C69 1.090
259 H -6.546 -8.760 -2.091  C62 1.090
260 H 7.488 -0.022 5.679  C104 1.090
261 H -4.730 -10.224 -4.219  C75 1.090
262 H -7.058 -10.391 -4.585  N40 1.010
263 H -0.967 12.719 1.438  C106 1.090
264 H 2.226 2.771 -9.439  C97 1.090
265 H 4.829 -3.075 -2.693  C109 1.090
266 H -2.110 1.234 7.021  C99 1.090
267 H -1.719 -7.450 6.949  C86 1.090
268 H 9.266 0.546 10.025  C66 1.090
269 H 1.203 2.513 8.966  N49 1.010
270 H -2.288 2.877 6.894  C99 1.090
271 H 7.396 -2.997 4.827  C94 1.090
272 H -14.123 -1.148 -7.727  C81 1.090
273 H 4.347 3.887 6.827  C74 1.090
274 H -2.449 -1.096 2.938  C76 1.090
275 H 7.906 1.111 11.893  C60 1.090
276 H 1.848 2.936 -6.907  C68 1.090
277 H -5.335 -9.280 -5.642  C75 1.090
278 H -2.451 10.830 6.219  C107 1.090
279 H 14.417 5.761 2.702  C96 1.090
280 H 8.913 -2.931 6.608  C58 1.090
281 H 13.070 5.985 1.653  C96 1.090
282 H -9.926 -2.618 -5.343  C84 1.090
283 H 4.559 -12.293 11.097  C111 1.090
284 H 2.195 -6.602 8.721  C91 1.090
285 H -6.573 8.116 -11.364  C56 1.090
286 H 2.347 4.974 -10.409  N43 1.010
287 H -6.174 3.533 -9.510  C54 1.090
288 H -2.756 12.246 1.548  C106 1.090
289 H -0.391 5.034 -9.406  C89 1.090
290 H -9.375 -0.034 -2.773  C108 1.090
291 H -7.768 5.022 -6.396  C85 1.090
292 H 9.935 -3.865 8.621  C88 1.090
293 H 0.944 8.248 -12.349  C78 1.090
294 H -8.679 -1.449 -3.363  C108 1.090
295 H -3.953 -5.631 -4.189  C69 1.090

These are the Mulliken partial charges, in e, on atoms 1 to 2: -0.424, -0.397